1.
17
Properties=species:S:1:pos:R:3:forces:R:3 method="wB97M-V/def2-TZVPD" relative_energy_kcal_mol=109.0 gap_ev=9.364 lumo_energy_ev=-3.46 total_charge=+1 e_tot_ha=-649.05172 smiles=CSC#C[NH+](C)C homo_energy_ev=-12.83
C 0.438 0.321 0.881 -0.8 -5.1 1.4
C 0.329 -0.799 1.440 0.5 3.3 -0.8
C 1.942 1.012 -0.885 -1.1 -0.2 0.8
C -0.426 1.049 -1.307 -1.4 1.0 4.0
C -1.596 -2.365 2.390 2.4 -1.1 1.5
N 0.608 1.142 -0.231 2.0 1.4 0.6
S 0.208 -1.950 2.647 -0.8 -0.3 -0.9
H 2.101 0.054 -1.239 -0.5 -1.8 -1.6
H 2.109 1.837 -1.469 -0.2 1.6 -2.4
H 2.751 1.090 -0.284 2.0 0.4 3.2
H -0.347 0.122 -1.706 -0.2 -3.3 -0.6
H -1.323 1.267 -0.727 -0.5 -0.3 -0.9
H -0.262 1.636 -2.122 0.7 2.6 -1.7
H -2.104 -1.474 2.414 -1.4 1.9 0.1
H -1.765 -2.972 3.258 -0.5 -0.1 0.6
H -1.811 -2.978 1.572 0.1 -0.6 -1.6
H 0.632 1.998 0.363 -0.4 0.6 -1.8


2.
17
Properties=species:S:1:pos:R:3:forces:R:3 method="wB97M-V/def2-TZVPD" relative_energy_kcal_mol=21.8 s_squared=2.0093 gap_ev="9.386 / 7.640" lumo_energy_ev="-2.85 / -7.45" total_charge=+1 e_tot_ha=-649.02197 multiplicity=3 homo_energy_ev="-12.23 / -15.09"
C -2.178 0.709 0.114 1.1 -0.5 -0.5
C 1.626 0.208 -0.280 0.6 3.3 -0.2
C 1.190 -1.123 0.267 -0.5 0.1 0.0
C 0.456 1.214 0.057 0.2 -0.7 -2.0
C -0.331 -1.098 -0.155 3.3 -1.2 -3.3
N -0.629 0.244 -0.145 -4.5 3.1 1.5
S -3.395 -0.516 0.203 0.8 0.1 0.0
H -2.507 1.716 -0.189 1.0 -0.6 0.0
H 2.506 0.625 0.210 0.2 -0.3 -0.2
H 1.775 0.337 -1.407 -0.1 -1.0 1.5
H 1.835 -1.821 -0.189 0.1 -1.4 -0.9
H 1.376 -1.355 1.366 -0.7 1.0 -1.1
H 0.547 1.567 1.127 -0.7 -0.1 -1.1
H 0.294 2.053 -0.776 0.4 -1.4 2.2
H -0.621 -1.612 -1.214 0.9 1.2 1.9
H -0.880 -1.631 0.500 -2.5 -1.7 2.3
H -4.440 0.212 -0.245 0.3 0.1 0.0


3.
16
Properties=species:S:1:pos:R:3:forces:R:3 method="wB97M-V/def2-TZVPD" relative_energy_kcal_mol=23.4 s_squared=0.7663 gap_ev="3.372 / 7.027" lumo_energy_ev="4.00 / 3.94" total_charge=-1 e_tot_ha=-271.65400 multiplicity=2 homo_energy_ev="0.63 / -3.09"
C 0.832 2.487 1.072 0.1 0.4 0.3
C -0.080 1.602 0.535 1.2 -1.4 -0.7
C 0.186 0.169 0.416 -1.1 0.8 0.5
C -0.775 -0.752 0.822 1.1 -0.6 -0.9
C -0.621 -2.232 0.603 -0.3 -0.7 0.0
H 0.608 3.522 1.303 -0.2 0.2 -0.5
H 1.727 2.145 1.596 -0.3 -0.3 -0.1
H -0.950 1.882 -0.048 -0.5 0.5 0.6
H 1.160 -0.164 0.059 0.3 -0.1 0.5
H -1.716 -0.404 1.204 -0.3 0.2 0.3
H 0.341 -2.539 0.164 -0.1 0.4 0.0
H -1.399 -2.674 -0.055 0.2 0.1 0.0
H -0.687 -2.843 1.524 -0.1 0.3 0.0
H 0.312 -0.870 -1.727 -0.2 0.4 -0.1
H -0.362 -0.762 -3.114 -0.1 0.0 0.2
O 0.473 -0.636 -2.658 0.2 -0.3 -0.1


4.
16
Properties=species:S:1:pos:R:3:forces:R:3 method="wB97M-V/def2-TZVPD" relative_energy_kcal_mol=111.1 gap_ev=10.132 lumo_energy_ev=0.68 e_tot_ha=-271.57563 homo_energy_ev=-9.45
C 1.525 -0.945 -0.153 0.3 0.0 -0.1
C 0.426 -0.176 0.558 0.2 -0.1 -0.3
C 0.274 1.316 0.164 0.2 0.2 0.0
C -0.943 0.979 -0.712 0.0 0.2 -0.2
C -0.963 -0.422 -0.157 0.3 -0.2 -0.6
O -1.554 -1.415 -0.639 1.0 -0.5 -1.6
H 1.365 -2.025 -0.068 0.0 0.2 0.0
H 1.606 -0.701 -1.216 -0.1 0.0 0.1
H 2.474 -0.696 0.322 0.1 -0.1 -0.1
H 0.555 -0.341 1.642 -0.6 -0.1 -0.5
H 0.002 1.944 1.016 0.1 -0.1 -0.1
H 1.118 1.766 -0.362 0.0 -0.1 0.1
H -1.815 1.635 -0.688 0.0 -0.3 0.0
H -0.681 0.757 -1.755 0.0 0.4 0.0
H -1.752 -0.436 1.247 -0.3 -1.2 0.8
H -1.638 -1.242 0.801 -1.1 1.8 2.4


5.
16
Properties=species:S:1:pos:R:3:forces:R:3 method="wB97M-V/def2-TZVPD" relative_energy_kcal_mol=73.8 gap_ev=9.202 lumo_energy_ev=0.87 e_tot_ha=-271.63495 smiles=CC1(C)C[C@H]1O homo_energy_ev=-8.33
C 0.407 0.627 -1.442 0.5 -0.9 -0.1
C 0.108 -0.379 -0.237 -0.9 1.3 0.0
C -0.286 -1.953 -0.031 -0.2 0.7 -0.4
C 0.690 0.059 1.066 0.4 0.1 0.5
C -0.549 0.755 0.715 -0.3 -0.7 0.7
O -0.347 2.153 0.687 -0.1 -0.2 -0.9
H -0.456 1.199 -1.873 0.2 -1.1 0.5
H 1.042 1.461 -1.091 0.0 -0.8 0.0
H 0.911 0.145 -2.263 0.3 -0.2 -0.4
H -0.258 -2.204 1.052 -0.1 0.7 -0.6
H 0.441 -2.697 -0.425 -0.1 1.0 -0.3
H -1.270 -2.304 -0.360 0.1 0.4 -0.3
H 0.577 -0.583 1.925 0.6 -0.4 -0.1
H 1.626 0.588 0.961 -0.1 0.5 0.6
H -1.552 0.479 1.000 0.1 -0.2 1.0
H -1.083 2.651 0.315 -0.1 -0.3 -0.2


6.
16
Properties=species:S:1:pos:R:3:forces:R:3 method="wB97M-V/def2-TZVPD" relative_energy_kcal_mol=23.9 gap_ev=9.788 lumo_energy_ev=1.07 e_tot_ha=-271.71455 smiles="C=C(CC)OC" homo_energy_ev=-8.71
C 0.292 0.902 2.047 0.0 0.1 0.2
C -1.781 0.397 0.207 0.0 0.0 0.0
C -0.535 -0.056 0.037 -0.2 0.0 -0.1
O 0.499 0.103 0.903 -0.1 0.0 -0.1
C -0.104 -0.858 -1.170 0.0 -0.1 0.0
C 1.352 -0.645 -1.580 0.1 0.0 0.0
H -0.320 1.780 1.816 0.1 -0.1 0.0
H -0.188 0.327 2.848 0.0 0.1 -0.1
H 1.281 1.226 2.375 -0.1 -0.1 0.0
H -2.510 0.229 -0.578 0.1 0.0 0.1
H -2.128 0.912 1.095 0.1 -0.1 -0.1
H -0.775 -0.612 -1.999 0.1 0.0 0.2
H -0.260 -1.922 -0.949 0.0 0.1 0.0
H 2.029 -0.956 -0.781 -0.1 0.0 -0.1
H 1.586 -1.234 -2.473 -0.1 0.1 0.1
H 1.561 0.408 -1.798 -0.1 -0.1 0.0


7.
16
Properties=species:S:1:pos:R:3:forces:R:3 method="wB97M-V/def2-TZVPD" relative_energy_kcal_mol=68.6 gap_ev=9.794 lumo_energy_ev=0.91 e_tot_ha=-271.64329 smiles="C=CC.CC=O" homo_energy_ev=-8.88
C -0.236 -0.220 -3.087 -0.3 1.4 -1.9
C 0.081 -0.083 -1.591 -1.5 -2.9 0.8
C 0.768 -1.095 -0.965 0.3 1.8 -1.4
H -0.693 -1.174 -3.418 0.4 0.1 1.0
H -1.054 0.490 -3.482 1.5 -0.5 1.0
H 0.620 -0.110 -3.785 -0.2 0.1 0.5
H -0.712 0.442 -1.051 0.1 -0.2 0.0
H 0.604 -1.656 -0.047 0.1 1.1 0.4
H 1.699 -1.325 -1.477 -0.3 -1.1 -0.4
O 1.178 1.133 1.585 -2.1 -1.2 0.6
C 0.135 0.580 1.949 2.2 0.9 -1.9
C -0.443 0.764 3.290 1.3 2.3 0.6
H -0.376 -0.151 1.251 0.3 0.6 0.5
H 0.386 1.205 3.941 -1.4 -0.3 -0.8
H -0.604 -0.207 3.626 -1.0 -1.7 1.0
H -1.354 1.406 3.261 0.6 -0.7 0.2


8.
16
Properties=species:S:1:pos:R:3:forces:R:3 method="wB97M-V/def2-TZVPD" relative_energy_kcal_mol=85.5 gap_ev=9.941 lumo_energy_ev=0.93 e_tot_ha=-271.61629 homo_energy_ev=-9.02
C -1.051 -0.515 2.155 0.0 0.0 -0.1
C 0.204 -0.629 1.296 0.2 -0.1 0.4
O -0.092 -0.728 -0.083 0.4 -0.6 -0.2
C 0.600 0.195 -0.917 -0.5 -0.5 0.8
C 0.911 0.025 -2.340 -0.5 0.4 0.2
C -0.237 1.242 -1.429 0.5 0.3 -0.8
H -0.781 -0.512 3.220 0.0 0.0 -0.2
H -1.722 -1.361 1.978 0.1 0.1 0.0
H -1.599 0.408 1.941 0.1 -0.1 0.0
H 0.853 0.239 1.495 -0.1 -0.2 -0.1
H 0.764 -1.529 1.573 0.0 0.1 0.2
H 1.508 0.613 -0.448 -0.4 -0.4 0.2
H 1.954 -0.199 -2.654 -0.6 1.2 0.2
H 0.199 -0.351 -3.067 -0.2 -0.2 0.5
H -0.332 2.172 -0.841 0.8 0.1 -1.1
H -1.178 0.931 -1.878 0.3 -0.1 0.1